Molecular formula: C3H5FS
Method: DFT, ωB97M-V with the def2-TZVPD basis set

total charge = 0
LUMO = -0.0110 Eh
SMILES string = FCCC=S
energy above the lowest of the compared OMol25 structures with the same formula, charge and spin = 23.1 kcal/mol
gap between HOMO and LUMO = 8.427 eV

Each atom is followed by the atoms it is bonded to, with distances in Å.
Atoms and positions in Å:
1 F 1.25590 0.20780 -1.98139  C2 1.378
2 C 1.69870 0.37114 -0.68625  F1 1.378, C3 1.548, H6 1.089, H7 1.052
3 C 0.85206 -0.58694 0.18708  C2 1.548, C4 1.470, H8 1.039, H9 1.154
4 C -0.52923 -0.08807 0.24579  C3 1.470, S5 1.654, H10 1.163
5 S -1.82889 0.03381 1.26081  C4 1.654
6 H 2.70181 0.00236 -0.47837  C2 1.089
7 H 1.59674 1.35937 -0.34136  C2 1.052
8 H 1.31276 -0.67470 1.11407  C3 1.039
9 H 0.84120 -1.63703 -0.29166  C3 1.154
10 H -0.62252 0.36213 -0.82276  C4 1.163